Entry 1
{
  "formula": "C9H15N2S",
  "method": "wB97M-V/def2-TZVPD",
  "charge": 1,
  "homo_ev": [-10.95, -11.13],
  "elements": ["C", "C", "C", "C", "C", "C", "C", "C", "C", "N", "N", "S", "H", "H", "H", "H", "H", "H", "H", "H", "H", "H", "H", "H", "H", "H", "H"],
  "coordinates": [[1.50, 0.03, 0.94], [1.14, -0.93, 0.07], [-2.56, -0.02, 0.72], [-0.55, 0.79, -0.20], [-0.22, -0.69, -0.48], [2.50, 0.61, 1.83], [1.98, -2.20, -0.19], [0.01, 1.96, -0.98], [-0.33, -0.91, -1.93], [-1.86, 1.03, 0.24], [-3.79, 0.23, 1.12], [-1.67, -1.47, 0.42], [3.10, -0.29, 2.14], [2.09, 1.09, 2.83], [3.17, 1.31, 1.34], [1.29, -2.93, -0.67], [2.37, -2.56, 0.80], [2.77, -1.91, -0.81], [0.74, 1.67, -1.85], [0.54, 2.66, -0.35], [-0.78, 2.55, -1.39], [-0.90, -0.11, -2.32], [-0.91, -1.73, -2.12], [0.72, -0.92, -2.36], [-2.01, 2.04, 0.42], [-3.92, 1.23, 1.34], [-4.42, -0.54, 1.45]]
}



Entry 2
{
  "formula": "C9H15N2S",
  "method": "wB97M-V/def2-TZVPD",
  "smiles": "C#CN(C[C@]1(C)C[N@@H+]1C)C(C)=S",
  "charge": 1,
  "homo_ev": -12.21,
  "elements": ["C", "C", "N", "C", "C", "C", "C", "N", "C", "C", "C", "S", "H", "H", "H", "H", "H", "H", "H", "H", "H", "H", "H", "H", "H", "H", "H"],
  "coordinates": [[-0.38, 1.30, -3.17], [-0.05, 0.30, -2.63], [-0.03, -0.76, -1.77], [-0.97, -0.58, -0.63], [-0.65, 0.74, 0.12], [-1.76, 1.40, 0.78], [0.53, 1.49, -0.29], [0.61, 0.82, 0.92], [1.45, -0.33, 1.13], [1.20, -1.43, -1.67], [1.01, -2.87, -1.40], [2.48, -0.66, -2.31], [-0.30, 1.98, -3.89], [-0.83, -1.45, 0.01], [-2.01, -0.70, -0.93], [-2.27, 0.69, 1.32], [-2.42, 1.97, -0.04], [-1.58, 2.33, 1.34], [1.30, 1.17, -1.06], [0.40, 2.56, -0.18], [0.41, 1.31, 1.74], [2.45, -0.07, 1.62], [0.95, -0.94, 1.75], [1.68, -0.79, 0.16], [0.05, -2.96, -0.80], [0.92, -3.35, -2.29], [1.81, -3.32, -0.94]]
}



entry 1 comes first in stability; the runner-up is 1.373 eV higher.



Entry 1
{
  "formula": "C2H4FOP",
  "method": "wB97M-V/def2-TZVPD",
  "smiles": "CC(=O)PF",
  "homo_ev": -9.40,
  "elements": ["C", "C", "O", "P", "F", "H", "H", "H", "H"],
  "coordinates": [[-1.21, -0.16, -0.24], [0.20, -0.54, -0.15], [0.60, -1.65, -0.21], [1.28, 1.00, 0.02], [2.75, 0.34, 0.34], [-1.81, -0.99, -0.59], [-1.43, 0.56, 0.60], [-1.32, 0.50, -1.10], [0.93, 0.93, 1.32]]
}



Entry 2
{
  "formula": "C2H4FOP",
  "method": "wB97M-V/def2-TZVPD",
  "smiles": "CC(=O)PF",
  "homo_ev": -9.45,
  "elements": ["C", "C", "O", "P", "F", "H", "H", "H", "H"],
  "coordinates": [[0.19, 0.49, 0.37], [-1.33, 0.42, 0.08], [-2.14, 1.17, 0.53], [-1.72, -0.68, -1.36], [-3.31, -0.95, -1.09], [0.72, 0.48, -0.57], [0.40, 1.29, 1.14], [0.54, -0.46, 0.65], [-1.35, -1.84, -0.50]]
}



entry 2 comes first in stability; the runner-up is 0.088 eV higher.



Entry 1
{
  "formula": "H24O12",
  "method": "wB97M-V/def2-TZVPD",
  "spin_multiplicity": 2,
  "s2": 0.7571,
  "charge": 1,
  "homo_ev": [-14.31, -14.18],
  "elements": ["O", "H", "H", "O", "H", "H", "O", "H", "H", "O", "H", "H", "O", "H", "H", "O", "H", "H", "O", "H", "H", "O", "H", "H", "O", "H", "H", "O", "H", "H", "O", "H", "H", "O", "H", "H"],
  "coordinates": [[-0.72, 3.08, 0.53], [-0.67, 2.74, -0.37], [-1.40, 2.56, 0.95], [2.24, -1.51, -1.66], [2.08, -0.57, -1.62], [3.15, -1.59, -1.96], [0.65, 1.32, -1.90], [1.48, 1.79, -1.90], [0.75, 0.66, -2.59], [3.01, -1.72, 1.56], [3.33, -2.20, 0.79], [2.70, -0.89, 1.21], [2.74, 0.78, -0.18], [2.41, 1.67, -0.27], [3.69, 0.86, -0.28], [-0.17, 0.19, 0.56], [0.62, 0.34, 0.04], [-0.72, -0.36, 0.00], [-3.49, -0.86, 1.93], [-3.41, -1.22, 2.81], [-2.84, -0.15, 1.91], [-3.77, -1.10, -0.87], [-3.54, -1.09, 0.06], [-4.15, -0.24, -1.04], [2.06, 3.12, -0.13], [2.27, 4.05, -0.25], [1.11, 3.12, 0.01], [-1.11, -1.60, -1.63], [-2.02, -1.52, -1.35], [-1.16, -1.76, -2.57], [-1.68, 1.21, 2.69], [-0.98, 0.84, 2.15], [-1.24, 1.51, 3.48], [-0.50, -4.07, -0.31], [-0.24, -4.26, 0.59], [-0.49, -3.12, -0.37]]
}



Entry 2
{
  "formula": "H24O12",
  "method": "wB97M-V/def2-TZVPD",
  "spin_multiplicity": 2,
  "s2": 0.7568,
  "charge": 1,
  "homo_ev": [-13.51, -13.51],
  "elements": ["O", "H", "H", "O", "H", "H", "O", "H", "H", "O", "H", "H", "O", "H", "H", "O", "H", "H", "O", "H", "H", "O", "H", "H", "O", "H", "H", "O", "H", "H", "O", "H", "H", "O", "H", "H"],
  "coordinates": [[-0.57, -0.40, -3.39], [0.25, -0.22, -2.93], [-1.21, 0.18, -2.96], [0.44, 2.21, 1.06], [1.16, 1.97, 1.65], [0.61, 3.13, 0.85], [0.32, -0.39, -0.02], [0.49, 0.49, 0.32], [0.34, -0.95, 0.75], [1.33, 2.88, -2.19], [1.42, 1.94, -2.02], [1.77, 3.01, -3.03], [-1.43, 1.47, -1.94], [-2.25, 1.27, -1.48], [-0.99, 2.12, -1.39], [0.02, -1.26, 2.51], [-0.88, -1.26, 2.85], [0.19, -2.17, 2.28], [-1.98, 1.75, 2.17], [-1.89, 1.53, 3.10], [-1.10, 2.03, 1.91], [0.32, -3.81, 1.43], [-0.39, -4.42, 1.25], [1.07, -4.14, 0.93], [-2.53, -0.41, 0.64], [-2.53, 0.37, 1.20], [-1.67, -0.42, 0.24], [1.86, -0.05, -2.42], [2.53, -0.71, -2.59], [1.58, -0.22, -1.52], [-0.82, -3.11, -2.37], [-0.42, -3.30, -3.22], [-0.33, -2.36, -2.04], [1.87, 1.31, 3.16], [2.21, 1.35, 4.05], [1.22, 0.61, 3.18]]
}



entry 2 comes first in stability; the runner-up is 1.339 eV higher.



Entry 1
{
  "formula": "C3H4N3O",
  "method": "wB97M-V/def2-TZVPD",
  "smiles": "C=CC(=O)N=[N+]=N",
  "charge": 1,
  "homo_ev": -15.42,
  "elements": ["C", "C", "C", "O", "N", "N", "N", "H", "H", "H", "H"],
  "coordinates": [[-0.40, -2.07, -1.36], [0.30, -1.05, -0.95], [-0.35, -0.02, -0.21], [-1.48, 0.21, 0.02], [0.64, 1.03, 0.50], [0.40, 1.77, 1.35], [0.63, 2.51, 2.16], [0.13, -3.02, -1.81], [-1.47, -1.99, -1.19], [1.39, -0.72, -1.13], [0.21, 3.36, 2.62]]
}



Entry 2
{
  "formula": "C3H4N3O",
  "method": "wB97M-V/def2-TZVPD",
  "smiles": "CC1=NN=[NH+]C1=O",
  "charge": 1,
  "homo_ev": -16.83,
  "elements": ["C", "C", "N", "N", "N", "C", "O", "H", "H", "H", "H"],
  "coordinates": [[1.73, 0.19, 0.05], [0.27, 0.45, 0.20], [-0.47, 1.48, 0.09], [-2.00, 1.01, 0.05], [-2.02, -0.22, -0.08], [-0.60, -0.88, 0.03], [-0.34, -2.01, -0.14], [2.18, 1.12, 0.57], [2.09, 0.58, -1.03], [1.93, -0.79, 0.35], [-2.76, -0.94, -0.10]]
}



entry 2 comes first in stability; the runner-up is 0.611 eV higher.